The following is a DFT calculation (ωB97M-V/def2-TZVPD) of a cluster of 2 separate species, C4H11N3O in total in a non-equilibrium geometry.

Properties
SMILES ... CNC(N)=O.C=CN
Calculated total energy ... -10844.21746 eV
2S+1 ... 1
Kohn-Sham gap ... 0.3078 hartree

CARTESIAN COORDINATES (ANGSTROEM)
C1 -1.35 0.57 1.65
N1 -0.61 -0.63 1.30
C2 -0.92 -1.35 0.14
N2 -0.29 -2.57 0.06
O1 -1.62 -0.90 -0.75
H1 -0.64 1.37 1.87
H2 -2.00 0.40 2.50
H3 -1.92 0.91 0.79
H4 -0.17 -1.13 2.06
H5 -0.53 -3.12 -0.75
H6 0.16 -2.97 0.86
C3 2.42 1.26 -1.16
C4 1.17 0.88 -0.88
N3 0.04 1.44 -1.43
H7 2.62 2.04 -1.88
H8 3.28 0.79 -0.72
H9 0.95 0.21 0.07
H10 0.18 2.00 -2.26
H11 -0.76 0.82 -1.46

These are the Mulliken partial charges, in e, on atoms 1 to 2:
1 C -0.873
2 N -0.287

The following is a DFT calculation (ωB97M-V/def2-TZVPD) of an isolated molecule of C4H11N3O2 in a non-equilibrium geometry.

Properties
SMILES ... CON/[N+]([O-])=N/C(C)C
Calculated total energy ... -12885.94683 eV
2S+1 ... 1
Kohn-Sham gap (alpha / beta) ... 0.3300 / 0.3302 hartree

CARTESIAN COORDINATES (ANGSTROEM)
C1 4.24 0.08 -0.38
O1 3.26 0.26 0.63
N1 2.09 -0.46 0.35
N2 1.04 0.28 -0.06
O2 1.16 1.29 -0.73
N3 -0.24 -0.40 0.29
C2 -1.37 0.27 -0.27
C3 -2.49 -0.76 -0.39
C4 -1.80 1.45 0.62
H1 5.07 0.70 -0.06
H2 3.88 0.42 -1.35
H3 4.54 -0.96 -0.44
H4 1.83 -1.10 1.10
H5 -1.12 0.67 -1.27
H6 -2.20 -1.54 -1.09
H7 -2.68 -1.21 0.58
H8 -3.40 -0.28 -0.75
H9 -2.03 1.09 1.62
H10 -2.68 1.92 0.20
H11 -1.00 2.19 0.68

These are the Mulliken partial charges, in e, on atoms 1 to 2:
1 C -0.409
2 O -0.219

The following is a DFT calculation (ωB97M-V/def2-TZVPD) of a cluster of 2 separate species, C4H11N3O2 in total in a non-equilibrium geometry.

Properties
SMILES ... [H]/N=C(/N)NC.CC(=O)O
Calculated total energy ... -12891.24492 eV
2S+1 ... 1
Kohn-Sham gap ... 0.3596 hartree

CARTESIAN COORDINATES (ANGSTROEM)
H1 -0.20 0.10 2.67
N1 0.71 0.33 2.30
C1 1.32 -0.58 1.66
N2 2.72 -0.56 1.42
N3 0.83 -1.91 1.49
C2 -0.36 -2.30 0.84
H2 3.08 0.20 0.88
H3 3.17 -0.43 2.32
H4 1.60 -2.55 1.55
H5 -0.48 -3.39 0.88
H6 -0.62 -1.94 -0.17
H7 -1.26 -2.06 1.43
C3 -1.97 2.15 -2.78
C4 -0.85 1.58 -1.99
O1 0.09 1.01 -2.48
O2 -0.85 1.91 -0.70
H8 -1.95 3.24 -2.79
H9 -2.98 1.86 -2.51
H10 -1.87 1.89 -3.84
H11 -0.15 1.45 -0.18

These are the Mulliken partial charges, in e, on atoms 1 to 2:
1 H 0.236
2 N -0.609

The following is a DFT calculation (ωB97M-V/def2-TZVPD) of a cluster of 2 separate species, C4H11N3O2 in total in a non-equilibrium geometry.

Properties
SMILES ... CN=C(N)N.CC(=O)O
Calculated total energy ... -12891.51913 eV
2S+1 ... 1
Kohn-Sham gap ... 0.3484 hartree

CARTESIAN COORDINATES (ANGSTROEM)
C1 -0.89 -0.73 3.27
N1 -0.32 -0.57 1.94
C2 -1.05 -0.72 0.92
N2 -2.45 -0.68 0.90
N3 -0.45 -0.77 -0.32
H1 -1.94 -0.43 3.36
H2 -0.38 -0.15 4.04
H3 -0.81 -1.79 3.50
H4 -2.93 0.11 1.27
H5 -2.99 -1.36 0.38
H6 -0.97 -0.64 -1.17
H7 0.40 -1.30 -0.41
C3 1.70 1.42 -3.11
C4 2.26 0.91 -1.80
O1 3.09 0.05 -1.79
O2 1.75 1.51 -0.69
H8 1.59 2.50 -3.24
H9 0.63 1.13 -3.09
H10 2.11 0.77 -3.87
H11 1.65 0.76 -0.09

These are the Mulliken partial charges, in e, on atoms 1 to 2:
1 C -0.736
2 N -0.473

The following is a DFT calculation (ωB97M-V/def2-TZVPD) of a cluster of 2 separate species, C4H11N3O2 in total in a non-equilibrium geometry.

Properties
SMILES ... [H]/N=C(/N)NC.CC(=O)O
Calculated total energy ... -12891.05566 eV
2S+1 ... 1
Kohn-Sham gap ... 0.3381 hartree

CARTESIAN COORDINATES (ANGSTROEM)
H1 0.24 2.36 -0.03
N1 0.35 1.45 -0.47
C1 -0.82 1.04 -0.82
N2 -1.11 -0.28 -1.16
N3 -1.90 1.92 -0.79
C2 -1.77 3.16 -1.57
H2 -1.17 -0.56 -2.12
H3 -0.68 -0.96 -0.54
H4 -2.83 1.56 -0.65
H5 -2.73 3.46 -1.99
H6 -0.96 3.10 -2.30
H7 -1.59 3.98 -0.86
C3 2.67 -1.81 1.75
C4 1.36 -1.92 1.10
O1 1.05 -2.28 0.00
O2 0.29 -1.42 1.88
H8 2.80 -2.44 2.63
H9 2.78 -0.80 2.18
H10 3.43 -1.97 0.99
H11 -0.32 -2.01 2.32

These are the Mulliken partial charges, in e, on atoms 1 to 2:
1 H 0.239
2 N -0.586

The following is a DFT calculation (ωB97M-V/def2-TZVPD) of a cluster of 2 separate species, C4H11N3O2 in total in a non-equilibrium geometry.

Properties
SMILES ... CN=C(N)N.CC(=O)O
Calculated total energy ... -12891.81418 eV
2S+1 ... 1
Kohn-Sham gap ... 0.3659 hartree

CARTESIAN COORDINATES (ANGSTROEM)
C1 -1.53 0.72 2.41
N1 -0.28 0.81 1.67
C2 0.54 -0.14 1.72
N2 1.90 0.01 1.28
N3 0.34 -1.44 2.14
H1 -2.37 0.91 1.75
H2 -1.50 1.53 3.13
H3 -1.68 -0.17 3.03
H4 2.16 0.98 1.44
H5 1.84 -0.06 0.26
H6 1.01 -1.87 2.75
H7 -0.60 -1.71 2.40
C3 -0.47 0.90 -2.87
C4 0.00 -0.52 -3.11
O1 -0.71 -1.50 -3.15
O2 1.35 -0.60 -3.15
H8 -1.04 1.36 -3.66
H9 0.45 1.49 -2.84
H10 -0.99 0.84 -1.91
H11 1.57 -1.53 -3.30

These are the Mulliken partial charges, in e, on atoms 1 to 2:
1 C -0.790
2 N -0.483

Calculated energy above the lowest of the compared OMol25 structures with the same formula, charge and spin in order - 22.9; 158.7; 36.6; 30.2; 40.9; 23.4 kcal per mole